Here is the molecule C6H14ClNO from OMol25. Energies are from ωB97M-V/def2-TZVPD.

The geometry in XYZ format:
```
23
C6H14ClNO (ωB97M-V/def2-TZVPD)
C -3.0050 -0.3328 -0.7764
C -1.6271 0.0592 -0.2657
Cl -1.8605 1.1485 1.1431
C -0.7785 -1.1596 0.1321
C 0.5000 -1.3642 -0.6939
O 1.6952 -0.8730 -0.1217
C 2.0831 0.4479 -0.4701
C 1.8634 1.4758 0.6348
N 1.9608 0.8824 1.9661
H -3.4348 -1.1082 -0.1549
H -2.9598 -0.6322 -1.8161
H -3.6587 0.5293 -0.7141
H -1.1143 0.5878 -1.0567
H -0.5184 -1.0895 1.1775
H -1.3676 -2.0590 0.0050
H 0.3634 -0.9784 -1.7033
H 0.6436 -2.4355 -0.8035
H 3.1305 0.4149 -0.7478
H 1.5488 0.7825 -1.3570
H 2.6589 2.2122 0.5480
H 0.9386 2.0217 0.4728
H 1.4567 1.4806 2.6127
H 1.4815 -0.0104 1.9892
```

The value obtained for the total energy is -22508.463 eV. Its SMILES is C[C@@H](Cl)CCOCCN. The energy above the lowest of the compared OMol25 structures with the same formula, charge and spin is 0.2858 eV. Its HOMO energy is -9.075 eV. Its HOMO-LUMO gap is 10.0 eV. As for the total charge: 0.


Here is a structure of composition C6H14CsN2O2 in a non-equilibrium geometry from OMol25. Energies are from ωB97M-V/def2-TZVPD.

The geometry in XYZ format:
```
25
C6H14CsN2O2 (ωB97M-V/def2-TZVPD)
Cs 4.2899 0.5122 -6.3093
C -0.0018 -1.1439 -7.4757
C 1.2814 -1.9523 -7.1473
O 2.4432 -1.4680 -7.1969
N 0.9984 -3.2592 -6.8435
C 2.0273 -4.0980 -6.2123
H -0.7641 -1.7889 -7.9127
H 0.1052 -0.5048 -8.3522
H -0.1797 -0.5074 -6.6089
H 0.0261 -3.4795 -7.0055
H 2.5932 -3.5725 -5.4431
H 2.7263 -4.3920 -6.9952
H 1.4646 -4.9463 -5.8225
C 6.0375 -1.4589 -2.8542
C 6.9151 -0.5853 -3.7516
O 6.7687 -0.4996 -5.0107
N 7.7349 0.2590 -3.0731
C 8.7194 1.2082 -3.7126
H 6.2486 -2.5282 -2.8409
H 4.9984 -1.3070 -3.1463
H 5.9695 -1.1342 -1.8159
H 7.5930 0.4503 -2.0916
H 8.4324 1.7328 -4.6239
H 9.7433 0.8343 -3.7135
H 8.6997 1.9998 -2.9635
```

As for the spin multiplicity: 2. The value obtained for the total energy is -14055.267 eV. The energy above the lowest of the compared OMol25 structures with the same formula, charge and spin is 0.5884 eV. Its HOMO energy (alpha / beta) is -15.030 / -15.026 eV. Its HOMO-LUMO gap (alpha / beta) is 7.9 / 2.4 eV. As for the total charge: +2.


Here is a cluster of 3 separate species, C6H14F3N4O2 in total in a non-equilibrium geometry from OMol25. Energies are from ωB97M-V/def2-TZVPD.

The geometry in XYZ format:
```
29
C6H14F3N4O2 (ωB97M-V/def2-TZVPD)
C -3.4744 -2.9804 0.7093
C -1.9218 -2.8074 0.1656
C -1.8342 -1.5903 -0.9295
C -1.6474 -0.0898 -0.2802
F -0.2040 0.2530 -0.0086
F -2.0701 0.8768 -1.3618
F -2.5230 0.1950 0.8805
H -4.0938 -2.0220 0.3598
H -3.9242 -3.9097 0.1132
H -1.6841 -3.8141 -0.4291
H -1.1195 -2.7412 1.0158
H -0.8989 -1.8148 -1.6286
H -2.7889 -1.5852 -1.6062
C 1.2018 1.8069 3.4866
O 1.6372 0.7358 3.8778
N 1.1702 2.9089 4.2585
N 0.7121 1.9879 2.2462
H 0.8130 3.7952 3.9435
H 1.5271 2.8252 5.2002
H 0.7136 1.1895 1.6266
H 0.3515 2.8673 1.9163
C 2.3751 0.1117 -2.6098
O 2.0661 -0.7719 -1.8264
N 1.6826 1.2596 -2.7272
N 3.4379 0.0221 -3.4305
H 1.9308 1.9924 -3.3703
H 0.8743 1.3759 -2.1319
H 3.9917 -0.8219 -3.3809
H 3.6992 0.7457 -4.0788
```

The value obtained for the total energy is -24655.076 eV. Its HOMO energy is -1.099 eV. Its HOMO-LUMO gap is 3.6 eV. As for the total charge: -1.


Here is a structure of composition C6H14FLiNO from OMol25. Energies are from ωB97M-V/def2-TZVPD.

The geometry in XYZ format:
```
24
C6H14FLiNO (ωB97M-V/def2-TZVPD)
N 2.9858 -1.2929 0.4214
C 1.6517 -0.8580 0.0710
C 1.6604 0.5986 -0.3921
O 0.4021 1.1953 -0.4763
C -0.2527 1.5991 0.7417
C -1.7311 1.3319 0.5135
C -2.0750 -0.1674 0.5272
C -2.3337 -0.7690 -0.8415
F -1.0969 -1.2640 -1.3760
H 3.0003 -1.9821 1.1658
H 3.5455 -1.6906 -0.3256
H 1.0919 -1.5263 -0.6213
H 1.0043 -0.8858 0.9493
H 2.0314 0.7342 -1.4327
H 2.4044 1.1268 0.2201
H -0.0356 2.6535 0.9359
H 0.1378 0.9953 1.5741
H -1.9501 1.7438 -0.4802
H -2.3338 1.9135 1.2156
H -1.2133 -0.7209 0.9249
H -2.8937 -0.3902 1.2154
H -3.0162 -1.6208 -0.8164
H -2.6862 -0.0383 -1.5743
Li 1.7024 -0.6859 -2.1395
```

The value obtained for the total energy is -12902.292 eV. The energy above the lowest of the compared OMol25 structures with the same formula, charge and spin is 0.0000 eV. Its HOMO energy is -13.689 eV. Its HOMO-LUMO gap is 9.3 eV. As for the total charge: +1.


Here is a structure of composition C6H14FO3Tl in a non-equilibrium geometry from OMol25. Energies are from ωB97M-V/def2-TZVPD.

The geometry in XYZ format:
```
25
C6H14FO3Tl (ωB97M-V/def2-TZVPD)
F 1.6065 1.2714 1.5952
C 2.8840 -1.6235 -0.9620
O 2.0153 -0.5502 -0.6878
C 2.5591 0.7490 -0.7615
C 1.5657 1.7477 -0.2212
O -0.6080 0.9708 -0.5770
C -1.7939 1.4310 -0.0186
C -2.7350 0.2684 0.2501
O -2.0121 -0.7060 0.9888
C -2.7588 -1.8501 1.3317
Tl 0.0497 -0.7725 0.2512
H 2.2984 -2.4082 -1.4590
H 3.7374 -1.3468 -1.5984
H 3.2670 -2.0036 -0.0041
H 2.7500 0.9678 -1.8259
H 3.4821 0.7836 -0.1556
H 1.9131 2.6696 0.2588
H 1.2470 2.3434 -1.0927
H -2.3214 2.1542 -0.6736
H -1.5963 1.9432 0.9480
H -3.0799 -0.1793 -0.6995
H -3.6189 0.5987 0.8224
H -2.1364 -2.4765 1.9814
H -3.6710 -1.5661 1.8798
H -3.0435 -2.4162 0.4295
```

The value obtained for the total energy is -19994.912 eV. The energy above the lowest of the compared OMol25 structures with the same formula, charge and spin is 4.4010 eV. Its HOMO energy (alpha / beta) is -6.937 / -6.936 eV. Its HOMO-LUMO gap (alpha / beta) is 6.4 / 6.4 eV. As for the total charge: 0.


Here is a cluster of 2 separate species, C6H14N2 in total in a non-equilibrium geometry from OMol25. Energies are from ωB97M-V/def2-TZVPD.

The geometry in XYZ format:
```
22
C6H14N2 (ωB97M-V/def2-TZVPD)
C 1.5483 -0.0201 -0.1665
C 1.3741 1.4608 -0.7051
C 2.7664 -0.7565 -0.6291
C -1.7721 0.9147 0.9483
C -2.5449 -1.2719 0.0284
C -1.7962 0.0036 -0.2064
N 0.9038 -0.3298 1.0099
N 0.4088 -0.8624 -0.2280
H 0.2824 1.6703 -0.8712
H 2.1529 1.5338 -1.5233
H 1.6040 2.0870 0.0784
H 3.0360 -0.6355 -1.6462
H 2.7484 -1.7872 -0.4340
H 3.6114 -0.3945 -0.0101
H -1.6170 0.3963 1.8355
H -0.9732 1.6798 0.6991
H -2.7549 1.5058 0.9877
H -3.3443 -1.3947 -0.7166
H -3.0826 -1.2831 0.9534
H -1.9374 -2.1662 -0.0748
H -1.8314 0.6094 -1.1368
H 1.2174 -0.9595 1.8074
```

The value obtained for the total energy is -9423.909 eV. The energy above the lowest of the compared OMol25 structures with the same formula, charge and spin is 5.5751 eV. Its HOMO energy (alpha / beta) is -7.194 / -7.974 eV. Its HOMO-LUMO gap (alpha / beta) is 8.1 / 9.1 eV. As for the total charge: 0.


Here is a cluster of 3 separate species, C6H14N2 in total in a non-equilibrium geometry from OMol25. Energies are from ωB97M-V/def2-TZVPD.

The geometry in XYZ format:
```
22
C6H14N2 (ωB97M-V/def2-TZVPD)
C -0.5818 -0.5624 -0.0485
C 0.6294 0.0296 -0.4165
C -1.8303 -0.3431 -0.8584
C -0.7556 -1.1582 1.3160
C 0.8514 0.6261 -1.7745
C 1.8413 -0.0631 0.4710
N -0.3463 1.9557 0.5289
N -0.3384 2.2482 1.6864
H 0.3165 -1.5925 -0.8524
H -0.0894 1.4395 2.3737
H -1.9483 0.7106 -1.1141
H -2.7223 -0.6389 -0.3092
H -1.7943 -0.9123 -1.7889
H -1.0631 -0.3687 2.0086
H -1.5443 -1.9095 1.3058
H 0.1552 -1.6142 1.6980
H 1.7671 0.2356 -2.2193
H 1.6038 0.2756 1.4817
H 0.9746 1.7036 -1.6404
H 0.0283 0.4734 -2.4671
H 2.6453 0.5572 0.0797
H 2.2011 -1.0921 0.5394
```

The value obtained for the total energy is -9423.715 eV. The energy above the lowest of the compared OMol25 structures with the same formula, charge and spin is 5.7697 eV. Its HOMO energy (alpha / beta) is -6.953 / -5.462 eV. Its HOMO-LUMO gap (alpha / beta) is 7.5 / 6.0 eV. As for the total charge: 0.


Here is the molecule C6H14N2 in a non-equilibrium geometry from OMol25. Energies are from ωB97M-V/def2-TZVPD.

The geometry in XYZ format:
```
22
C6H14N2 (ωB97M-V/def2-TZVPD)
C -2.0447 2.6715 1.1691
C -1.8653 1.3875 0.9027
C -0.7251 0.8765 0.0558
C -0.0790 -0.3804 0.6514
N 0.2860 -0.0866 2.0220
C 1.1351 -0.9171 -0.1039
N 1.1086 -0.7256 -1.5561
C 1.4747 -1.9013 -2.3189
H -2.8969 3.0038 1.7477
H -1.3581 3.4182 0.8066
H -2.5678 0.6419 1.2532
H -1.1003 0.6928 -0.9636
H 0.0280 1.6665 -0.0666
H -0.8782 -1.1247 0.6897
H 0.0951 0.7967 2.4561
H 1.1071 -0.5410 2.3825
H 2.0359 -0.4417 0.2794
H 1.2224 -1.9897 0.1092
H 0.1970 -0.4194 -1.8660
H 2.5055 -2.2023 -2.0905
H 1.4862 -1.6544 -3.3799
H 0.8340 -2.7711 -2.1800
```

The value obtained for the total energy is -9427.980 eV. Its SMILES is C=CC[C@H](N)CNC. The energy above the lowest of the compared OMol25 structures with the same formula, charge and spin is 1.5045 eV. Its HOMO energy is -8.676 eV. Its HOMO-LUMO gap is 9.8 eV. As for the total charge: 0.